1.
A cluster of 3 separate species, C20H44BrN5OPS in total. Source: OMol25; level of theory: wB97M-V/def2-TZVPD.

XYZ file:
```
73
C20H44BrN5OPS (wB97M-V/def2-TZVPD)
Br -4.136 -6.760 7.108
S -4.334 -2.455 5.196
P -4.215 -4.287 3.993
O -5.713 -4.486 7.444
N -6.650 -4.097 2.440
N -3.991 -5.791 3.056
N 1.569 -1.249 -2.726
N 0.167 -2.453 1.944
N 4.069 5.059 -2.130
C 3.664 6.075 0.182
C 2.486 4.827 -4.056
C 4.892 6.074 -2.780
C -2.618 -3.562 3.209
C 0.684 -1.047 -1.582
C -5.714 -4.961 4.994
C -1.310 -4.381 3.088
C 2.924 -0.754 -2.500
C 0.492 0.475 -4.275
C 2.674 4.995 -2.552
C -2.410 -2.133 2.657
C -5.316 -3.469 2.648
C 1.007 -0.944 -4.038
C 3.105 0.751 -2.308
C -5.279 -5.246 6.534
C -0.642 -1.792 -1.684
C 4.238 4.953 -0.683
C 4.450 7.532 -2.655
C -0.070 -3.748 2.485
C -1.060 -1.728 2.102
H -6.151 -5.948 4.623
H -0.991 -0.633 1.735
H -1.261 -1.418 -2.505
H 3.644 5.756 1.229
H -3.353 -4.875 5.021
H -1.287 -5.464 3.444
H 1.743 -1.187 -4.813
H 4.952 8.133 -3.420
H 4.106 0.953 -1.912
H -7.372 -3.757 3.079
H 2.641 6.336 -0.096
H 4.959 5.829 -3.845
H 3.323 -1.258 -1.612
H -3.274 -1.391 2.661
H 3.781 4.010 -0.359
H 3.025 1.292 -3.251
H 3.375 7.660 -2.798
H 2.840 5.697 -4.614
H 0.476 0.017 -1.412
H -0.484 -2.864 -1.825
H -0.086 0.860 -3.433
H -1.212 -1.657 -0.762
H -5.519 -2.388 3.008
H 2.203 4.128 -2.077
H 3.571 -1.084 -3.321
H -3.066 -2.394 5.801
H -4.860 -6.307 2.882
H 0.863 -4.430 2.456
H 4.280 6.973 0.139
H 5.924 5.986 -2.423
H 1.306 1.170 -4.487
H -6.586 -4.208 5.091
H -4.776 -3.351 1.639
H 1.423 4.707 -4.284
H 2.109 5.877 -2.225
H -6.623 -5.117 2.363
H 1.185 -1.416 -0.682
H 2.388 1.173 -1.600
H 0.183 -1.640 -4.227
H 5.303 4.840 -0.451
H -3.241 -6.389 3.417
H -0.166 0.485 -5.150
H 4.727 7.956 -1.689
H 3.010 3.939 -4.423
```

Multiplicity   1
Strongest force on any atom   0.122 hartree/bohr
Net charge   -1
HOMO-LUMO gap   6.90 eV
Energy   -121114.4879 eV
HOMO level   -4.741 eV

Atom charges from the Löwdin analysis, given in e for atoms 1 to 6:
1. Br 0.569
2. S 0.422
3. P 0.221
4. O -0.099
5. N -0.075
6. N -0.176

***

2.
An isolated molecule of C5H9N3O2. Source: OMol25; level of theory: wB97M-V/def2-TZVPD.

XYZ file:
```
19
C5H9N3O2 (wB97M-V/def2-TZVPD)
O -2.257 -1.246 -0.610
O -0.730 -1.794 -1.937
N -0.568 1.091 -0.371
N -1.101 -1.418 -0.872
N -0.926 0.273 1.941
C -0.756 1.412 0.970
C -0.151 -1.185 0.103
C -0.528 -0.831 1.469
C 1.337 -1.446 -0.179
C 0.568 1.746 -1.014
H -1.896 1.785 1.093
H 1.813 -0.986 -1.112
H 0.626 1.444 -2.064
H 1.533 -2.526 -0.238
H 0.328 2.771 -1.097
H 1.804 -1.140 0.798
H -0.489 -1.808 2.153
H 1.513 1.762 -0.574
H -0.118 2.098 1.543
```

Multiplicity   1
Strongest force on any atom   0.090 hartree/bohr
HOMO-LUMO gap (spin up / spin down)   8.28 / 8.11 eV
Energy   -13888.7159 eV
HOMO level (spin up / spin down)   -9.675 / -9.155 eV
Energy above the lowest of the compared OMol25 structures with the same formula, charge and spin   181.4 kcal per mole

Atom charges from the Löwdin analysis, given in e for atoms 1 to 6:
1. O 0.086
2. O 0.089
3. N 0.028
4. N -0.455
5. N 0.079
6. C -0.294

***

3.
An isolated molecule of C5H11NO. Source: OMol25; level of theory: wB97M-V/def2-TZVPD.

XYZ file:
```
18
C5H11NO (wB97M-V/def2-TZVPD)
O 0.547 0.506 2.260
N 2.219 -1.034 -0.141
C -1.505 -0.019 0.219
C 2.176 0.284 0.499
C 0.786 0.570 1.054
C -2.080 -0.450 -1.121
C -0.302 0.907 0.051
H -1.348 -1.037 -1.686
H 0.115 0.832 -0.960
H 1.557 -1.082 -0.913
H -2.281 0.500 0.794
H -2.967 -1.073 -0.970
H 1.931 -1.742 0.536
H -0.589 1.954 0.200
H 2.896 0.315 1.323
H 2.452 1.070 -0.210
H -2.368 0.416 -1.725
H -1.240 -0.918 0.789
```

Multiplicity   1
Strongest force on any atom   0.034 hartree/bohr
HOMO-LUMO gap   9.95 eV
Energy   -8900.7201 eV
HOMO level   -9.140 eV
Energy above the lowest of the compared OMol25 structures with the same formula, charge and spin   22.5 kcal per mole

Atom charges from the Löwdin analysis, given in e for atoms 1 to 6:
1. O 0.065
2. N 0.017
3. C -0.258
4. C -0.216
5. C -0.392
6. C -0.121

***

4.
A structure of composition C6H8N2. Source: OMol25; level of theory: wB97M-V/def2-TZVPD.

XYZ file:
```
16
C6H8N2 (wB97M-V/def2-TZVPD)
N -1.730 0.260 -0.048
N -0.514 -0.472 0.052
C 0.644 1.347 -0.115
C 1.678 -0.621 0.724
C 1.650 -0.775 -0.593
C -2.744 -0.496 0.053
C 0.469 0.058 -0.978
C 0.460 0.249 0.992
H 0.134 0.027 -2.020
H -3.736 0.019 0.080
H 2.337 -1.282 -1.272
H -0.183 2.063 -0.169
H 0.152 0.476 2.018
H 2.406 -1.073 1.390
H -2.658 -1.599 0.108
H 1.636 1.820 -0.220
```

Multiplicity   1
Strongest force on any atom   0.022 hartree/bohr
HOMO-LUMO gap   9.71 eV
Energy   -9327.7843 eV
HOMO level   -8.513 eV
Energy above the lowest of the compared OMol25 structures with the same formula, charge and spin   90.5 kcal per mole

Atom charges from the Löwdin analysis, given in e for atoms 1 to 6:
1. N -0.037
2. N -0.096
3. C -0.071
4. C -0.052
5. C -0.058
6. C -0.031

***

5.
A structure of composition C37H60BrIN3O8RbS3Si. Source: OMol25; level of theory: wB97M-V/def2-TZVPD.

XYZ file:
```
115
C37H60BrIN3O8RbS3Si (wB97M-V/def2-TZVPD)
I 4.183 3.029 1.367
Rb 1.110 -0.817 1.173
Br 7.080 4.982 1.898
S 1.215 2.623 -3.983
S -0.909 -0.015 -5.016
S 2.594 -0.253 -4.433
Si -2.188 -1.095 -0.326
O 1.575 -2.122 3.664
O 5.831 -1.784 -0.825
O -1.529 -2.555 0.071
O -3.737 -1.409 -0.903
O 3.870 -0.854 -0.228
O -1.294 -0.107 -1.169
O -2.500 -0.412 1.170
O 2.723 -3.244 5.202
N -0.224 1.941 1.491
N -1.567 3.888 1.404
N 3.616 -2.542 1.846
C -3.981 -2.151 1.994
C -2.671 3.232 0.764
C 5.616 -3.662 1.279
C -2.070 5.869 2.962
C 5.604 -4.360 2.459
C -1.102 -3.635 -0.703
C 4.773 -1.747 -0.182
C 1.351 -1.540 -4.344
C -1.650 5.295 1.550
C -0.602 2.655 -4.356
C 0.440 3.652 3.002
C 7.256 3.314 0.970
C -1.533 -4.877 0.105
C 3.550 -3.270 2.962
C -4.016 3.373 1.514
C 8.502 2.841 0.671
C -1.889 -1.579 3.205
C 2.529 -2.844 4.026
C -0.459 3.141 1.863
C -4.474 -0.568 -1.782
C 6.097 2.505 0.691
C -1.443 1.460 -4.063
C 0.398 -3.612 -0.772
C 2.603 0.495 -2.824
C -4.005 -0.831 -3.150
C 6.286 1.351 -0.041
C -4.323 0.907 -1.491
C 1.464 1.521 -2.501
C -5.953 -1.034 -1.637
C 4.616 -2.751 1.014
C -0.043 -1.170 -3.900
C -1.743 -3.745 -2.104
C 7.563 0.906 -0.350
C 4.512 -4.215 3.342
C -3.648 0.139 3.132
C -3.001 -1.021 2.369
C 8.695 1.620 0.068
H 7.679 0.010 -0.954
H -1.987 6.945 2.788
H 5.339 0.826 -0.377
H -1.496 1.245 -2.965
H -1.281 -4.758 1.144
H 0.812 -4.603 -0.880
H -2.910 0.765 3.569
H 1.419 -1.952 -5.396
H 4.496 -4.793 4.300
H -0.001 4.211 3.821
H -4.234 -0.283 3.962
H -2.802 3.544 -0.257
H 1.748 2.090 -1.623
H -0.166 -0.889 -2.884
H -0.721 5.818 1.310
H -6.299 -1.033 -0.635
H -4.716 -0.413 -3.873
H -4.865 2.768 1.083
H 1.698 -2.382 -3.761
H -1.587 -2.784 -2.655
H 9.707 1.298 -0.180
H -3.503 -2.992 1.410
H 6.362 -3.854 0.559
H 0.533 1.025 -2.165
H -6.630 -0.438 -2.256
H -1.157 3.406 -3.845
H -2.874 -3.852 -1.989
H 0.821 -2.903 -1.503
H -3.221 1.137 -1.425
H 0.794 2.767 3.503
H 2.844 -0.270 -2.022
H -2.202 -1.760 4.259
H 0.794 -3.335 0.211
H 9.361 3.384 0.984
H -1.049 -0.878 3.264
H -4.767 1.092 -0.483
H -2.403 5.653 0.797
H 6.365 -5.137 2.714
H -2.559 2.149 0.795
H -2.562 -5.065 -0.026
H 1.177 4.270 2.549
H -4.341 0.775 2.522
H -0.810 1.612 0.714
H -1.011 -5.719 -0.359
H -3.859 2.984 2.550
H -1.286 -4.527 -2.668
H -4.419 4.398 1.701
H -3.085 -0.321 -3.334
H 3.483 1.094 -2.701
H -2.443 1.685 -4.457
H -4.494 -2.504 2.872
H -6.136 -2.045 -1.994
H -3.858 -1.868 -3.476
H -0.630 2.927 -5.394
H -1.293 5.749 3.710
H -4.787 -1.723 1.401
H -4.854 1.480 -2.211
H -0.638 -2.078 -3.985
H -1.501 -2.498 2.837
H -3.098 5.630 3.259
```

Multiplicity   1
Strongest force on any atom   0.052 hartree/bohr
Net charge   -2
HOMO-LUMO gap   6.67 eV
Energy   -179383.1895 eV
HOMO level   -3.167 eV
Energy above the lowest of the compared OMol25 structures with the same formula, charge and spin   34.2 kcal per mole

Atom charges from the Löwdin analysis, given in e for atoms 1 to 6:
1. I 0.905
2. Rb 0.748
3. Br 0.627
4. S 0.807
5. S 0.863
6. S 0.818

***

6.
A structure of composition C19H28BaBrO2. Source: OMol25; level of theory: wB97M-V/def2-TZVPD.

XYZ file:
```
51
C19H28BaBrO2 (wB97M-V/def2-TZVPD)
Ba 0.543 -1.265 -0.372
Br 1.361 -4.093 -0.907
O -0.010 -0.103 -2.696
O 0.720 -1.332 -7.051
C -2.538 0.267 -0.086
C -2.321 -1.674 1.141
C -2.105 0.179 -3.874
C 1.042 -0.390 -3.693
C -0.723 0.772 -3.655
C 1.401 -2.383 -7.781
C 1.536 -1.987 -9.271
C 0.968 2.190 0.284
C 2.327 0.895 1.618
C -2.714 -1.151 -0.128
C 0.148 -0.427 -8.040
C 1.124 1.654 1.588
C 2.920 0.973 0.327
C 0.344 0.486 -4.736
C 0.453 -0.913 -9.470
C -1.897 -0.585 1.960
C -0.746 2.188 -3.111
C -2.039 0.611 1.199
C 2.087 1.781 -0.500
H 0.160 2.850 -0.047
H 0.789 -3.303 -7.717
H -2.408 -2.716 1.457
H 2.749 0.401 2.493
H -0.939 -0.338 -7.860
H -2.828 0.974 -0.866
H 0.014 -0.078 -5.604
H -2.660 0.698 -4.663
H 1.380 -2.839 -9.937
H -3.146 -1.717 -0.953
H 0.591 0.574 -7.888
H -1.595 -0.643 3.004
H -0.445 -1.359 -9.914
H -2.040 -0.887 -4.124
H 0.271 2.548 -2.915
H 0.813 -0.092 -10.095
H -1.855 1.624 1.556
H 3.885 0.541 0.037
H 1.086 -1.463 -3.930
H 0.939 1.345 -5.047
H 2.379 -2.585 -7.315
H 2.296 2.089 -1.525
H 2.013 -0.014 -3.340
H 0.458 1.832 2.438
H 2.526 -1.544 -9.454
H -1.242 2.870 -3.812
H -2.681 0.268 -2.946
H -1.309 2.206 -2.168
```

Multiplicity   1
Strongest force on any atom   0.045 hartree/bohr
Net charge   -1
HOMO-LUMO gap   5.78 eV
Energy   -94990.3632 eV
HOMO level   -3.650 eV

Atom charges from the Löwdin analysis, given in e for atoms 1 to 6:
1. Ba 1.479
2. Br -0.584
3. O -0.343
4. O -0.180
5. C -0.229
6. C -0.277